a | Formula: C7H9N3O2
Source: the OMol25 dataset
Level of theory: ωB97M-V with the def2-TZVPD basis set

## Properties
**LUMO level (spin up / spin down)**: -0.04954 / -0.02801 Eh
**HOMO level (spin up / spin down)**: -9.67 / -7.95 eV

Last column: Löwdin charge in e.
Positions of all 21 atoms, in Å:
C -2.44657 1.75209 0.53625  -0.07
C -1.43928 1.72735 1.53196  -0.05
C -2.41659 0.84850 -0.53307  -0.07
C -0.42479 0.79434 1.35991  -0.02
C -1.38518 -0.07220 -0.68316  -0.01
C -0.30484 -0.08681 0.25335  -0.14
C 0.75287 -1.02172 -0.02072  -0.27
N 0.42774 -2.14583 -0.68429  0.13
N 2.38042 -0.01517 -1.61418  0.12
N 2.02173 -0.95942 0.60099  -0.42
O 2.66626 -2.00836 0.35562  -0.02
O 2.25943 -0.15096 1.43554  0.07
H -3.25964 2.38990 0.63414  0.08
H -1.56791 2.24654 2.51835  0.12
H -3.23949 0.91324 -1.18341  0.09
H 0.40002 0.53613 2.02563  0.10
H -1.48329 -0.72953 -1.55838  0.11
H 1.29492 -2.83186 -0.65923  0.16
H 0.13101 -1.89444 -1.67962  0.13
H 3.26278 -0.28433 -1.27919  -0.04
H 2.37039 0.99253 -1.35650  0.02


b | Formula: C7H9N3O2
Source: the OMol25 dataset
Level of theory: ωB97M-V with the def2-TZVPD basis set

## Properties
**LUMO level**: 0.01843 Eh
**HOMO level**: -9.09 eV

Last column: Löwdin charge in e.
Positions of all 21 atoms, in Å:
C 0.82819 -2.96768 2.54092  -0.04
C 0.31342 -1.14860 1.22869  -0.50
C -0.21373 0.65241 -0.44781  -0.16
C -0.79404 1.60829 0.40129  0.01
C -1.22102 2.85271 -0.12386  -0.12
C -0.57195 2.23183 -2.19267  -0.12
C -0.14472 0.98034 -1.81642  -0.25
H 1.36292 -2.29479 3.21455  0.10
H 1.29453 -3.92692 2.43615  0.09
H -0.20967 -3.01819 2.91712  0.11
H 0.71800 -1.14254 -0.73375  0.11
H -0.86964 1.41955 1.47757  0.10
H -1.60332 3.59289 0.55561  0.10
H -0.45206 2.48937 -3.22979  0.11
H -0.14074 -0.60795 -3.12699  0.09
H 1.31501 -0.40513 -2.41945  0.06
N 0.36322 -0.55897 -0.03573  0.16
N -1.14159 3.14876 -1.43367  0.05
N 0.48039 0.04702 -2.68766  0.08
O 0.83684 -2.37233 1.24222  -0.02
O -0.15003 -0.58008 2.23368  0.06


Least stable of them? a.


a | Formula: C2H9NO4
Source: the OMol25 dataset
Level of theory: ωB97M-V with the def2-TZVPD basis set

## Properties
**LUMO level**: 0.01710 Eh
**HOMO level**: -9.43 eV

Last column: Löwdin charge in e.
Positions of all 16 atoms, in Å:
O 0.92963 0.82950 -0.18737  0.10
C 0.62283 -0.32837 -0.06038  -0.53
O -0.60223 -0.84252 -0.17028  0.12
C 1.67085 -1.39786 0.16991  -0.16
N 2.67936 -1.28829 -0.90689  -0.01
H -1.35848 -0.25157 -0.14945  0.12
H 2.25718 -1.36077 1.08226  0.12
H 1.26540 -2.40377 0.04304  0.12
H 2.45782 -1.56787 -1.84982  0.07
H 3.13261 -0.38347 -0.91118  0.07
H -1.28370 1.60703 -1.91319  -0.01
H -0.38510 2.81725 -1.82353  0.02
O -1.18763 2.49085 -2.21592  -0.04
H -3.91896 1.29277 2.94867  0.03
H -2.98646 0.13380 3.35605  0.04
O -3.29313 0.65329 2.58809  -0.07


b | Formula: C2H9NO4
Source: the OMol25 dataset
Level of theory: ωB97M-V with the def2-TZVPD basis set

## Properties
**LUMO level**: 0.01402 Eh
**HOMO level**: -9.96 eV

Last column: Löwdin charge in e.
Positions of all 16 atoms, in Å:
O 1.45849 1.57360 -0.14645  -0.02
C 0.42994 1.19708 -0.69985  -0.34
N -0.57359 0.57300 -0.05987  0.05
C -0.72439 0.52371 1.42440  -0.19
O -0.76276 -0.84689 1.90599  -0.08
H 0.17168 1.38777 -1.77426  0.14
H -1.21039 -0.05169 -0.53392  0.12
H 0.27230 0.90315 1.88959  0.14
H -1.65876 1.02820 1.67806  0.12
H 0.08899 -1.22089 1.62741  0.07
H -2.20426 -1.97172 -2.50311  0.05
H -2.00781 -1.24639 -3.86392  0.08
O -1.62829 -1.27974 -2.92276  -0.11
H 2.34347 0.25098 0.85461  0.00
H 3.47254 -0.46666 1.53208  0.03
O 2.53286 -0.35350 1.59200  -0.06


Least stable of them? b.


a | Formula: C2H9NO4
Source: the OMol25 dataset
Level of theory: ωB97M-V with the def2-TZVPD basis set

## Properties
**LUMO level**: -0.18039 Eh
**HOMO level**: -9.04 eV

Last column: Löwdin charge in e.
Positions of all 16 atoms, in Å:
O 2.73376 0.25421 0.47488  0.05
C 1.80898 -0.06948 -0.54139  -0.57
O 1.62738 0.85055 -1.40735  0.08
C 0.54747 -0.65001 0.19898  -0.09
N -0.06196 0.37656 0.97041  0.21
H 2.16780 -1.01539 -1.04779  0.21
H -0.25026 -0.97747 -0.47763  0.13
H 0.81073 -1.53591 0.78189  0.17
H 0.23088 1.33954 0.85589  0.14
H -1.04490 0.10690 1.18326  0.04
H -2.41547 0.76703 -1.86169  0.04
H -2.76244 -1.10990 1.51359  -0.03
O -2.32152 -0.76512 0.73117  -0.35
H 3.11247 1.06458 0.07463  0.13
H -2.24137 0.34244 -0.39354  -0.05
O -1.94156 1.02149 -1.05530  -0.11


b | Formula: C2H9NO4
Source: the OMol25 dataset
Level of theory: ωB97M-V with the def2-TZVPD basis set

## Properties
**LUMO level**: 0.01942 Eh
**HOMO level**: -9.18 eV

Last column: Löwdin charge in e.
Positions of all 16 atoms, in Å:
O -0.41731 -0.32137 -0.17568  0.10
C -0.02100 0.71892 0.27746  -0.51
O -0.64537 1.88148 -0.02671  0.10
C 1.29723 0.87401 0.99239  -0.20
N 1.51845 -0.30711 1.78296  0.02
H -1.51541 1.57228 -0.31986  0.10
H 2.00408 1.12227 0.18743  0.13
H 1.24452 1.69137 1.70708  0.12
H 2.27557 -0.15790 2.43145  0.07
H 1.55397 -1.17757 1.27484  0.04
H 0.01622 -3.31402 0.59506  0.05
H 0.77324 -2.71796 -0.56916  0.04
O 0.89320 -2.99917 0.34770  -0.06
H -2.73135 0.56135 -1.75710  0.03
H -2.43363 0.01193 -3.12069  0.04
O -2.31827 0.81142 -2.59355  -0.06


Least stable of them? a.


a | Formula: C2H4N2S2
Source: the OMol25 dataset
Level of theory: ωB97M-V with the def2-TZVPD basis set

## Properties
**LUMO level**: 0.00929 Eh
**HOMO level**: -7.55 eV

Last column: Löwdin charge in e.
Positions of all 10 atoms, in Å:
C 1.72223 -0.06027 0.97957  -0.55
C -1.63038 -0.21477 -0.46538  -0.36
N 1.53674 1.09870 0.48362  -0.21
N 0.68036 1.34472 -0.38030  -0.27
S 1.05439 -1.43390 0.02000  0.57
S -0.00848 -0.22928 -1.23301  0.66
H 2.35509 -0.33914 1.78865  0.04
H -1.49760 0.62490 0.22342  0.04
H -2.10082 -1.11421 -0.10636  0.05
H -2.11154 0.32325 -1.31021  0.04


b | Formula: C2H4N2S2
Source: the OMol25 dataset
Level of theory: ωB97M-V with the def2-TZVPD basis set

## Properties
**LUMO level**: -0.03868 Eh
**HOMO level**: -9.17 eV

Last column: Löwdin charge in e.
Positions of all 10 atoms, in Å:
C -0.30706 -0.81067 -0.50730  -0.33
C -1.45921 0.09165 -0.12593  -1.15
H 1.19100 0.72822 1.05075  0.12
H 2.54461 -0.35951 0.62978  0.06
H -0.81829 -1.68088 -0.91024  0.08
H 0.29319 1.63184 -0.11359  -0.11
N 1.71341 0.07215 0.30548  -0.03
N 0.91980 -0.95726 -0.29932  -0.02
S -1.11292 1.84534 -0.18974  0.74
S -2.96454 -0.56086 0.16011  0.64


Least stable of them? a.


a | Formula: C2H4N2S2
Source: the OMol25 dataset
Level of theory: ωB97M-V with the def2-TZVPD basis set

## Properties
**LUMO level (spin up / spin down)**: -0.05721 / -0.05255 Eh
**HOMO level (spin up / spin down)**: -8.87 / -8.47 eV

Last column: Löwdin charge in e.
Positions of all 10 atoms, in Å:
C -1.31499 -1.05684 -0.81572  -0.79
C 1.55705 0.14494 0.51986  -0.49
N -1.96271 1.09094 -0.16334  0.09
N -1.32828 0.02161 -0.19924  -0.26
S -1.22164 -2.57641 -1.10729  0.76
S 0.98511 0.53575 -1.13401  0.61
H 1.83955 -0.86493 0.41266  0.00
H 0.72116 0.15338 1.12649  -0.02
H 2.34044 0.87544 0.78437  0.04
H -1.61567 1.67610 0.57622  0.05


b | Formula: C2H4N2S2
Source: the OMol25 dataset
Level of theory: ωB97M-V with the def2-TZVPD basis set

## Properties
**LUMO level**: 0.00617 Eh
**HOMO level**: -8.94 eV

Last column: Löwdin charge in e.
Positions of all 10 atoms, in Å:
C 0.88710 -0.87096 1.16315  -0.73
C -0.60117 1.17766 -1.08858  -0.79
H 1.69725 -1.64200 1.25116  0.08
H 0.79073 -1.23716 -0.79610  0.14
H -1.57149 -0.10796 0.14015  0.13
H 0.50975 1.25585 -1.28326  0.09
N 0.34520 -0.77145 -0.04403  -0.08
N -0.73642 0.04308 -0.39163  -0.07
S 0.35691 -0.14983 2.53525  0.60
S -1.67787 2.30276 -1.48611  0.63


Least stable of them? a.


a | Formula: C2H4N2S2
Source: the OMol25 dataset
Level of theory: ωB97M-V with the def2-TZVPD basis set

## Properties
**LUMO level**: -0.03468 Eh
**HOMO level**: -8.67 eV

Last column: Löwdin charge in e.
Positions of all 10 atoms, in Å:
C 0.06909 -0.03593 -0.10717  -0.62
C 1.16266 -0.36160 -1.09847  -0.58
H -1.85901 -0.63783 0.42591  0.07
H -0.97693 -1.67379 -0.64236  0.04
H 1.88683 0.44117 -1.28674  0.06
H 0.09145 2.13831 2.43025  -0.15
N -1.01051 -0.86493 -0.05045  0.11
N 0.21077 1.09201 0.47375  -0.36
S 1.32744 -1.80123 -1.77881  0.73
S -0.90179 1.70380 1.63409  0.69


b | Formula: C2H4N2S2
Source: the OMol25 dataset
Level of theory: ωB97M-V with the def2-TZVPD basis set

## Properties
**LUMO level**: -0.03062 Eh
**HOMO level**: -9.06 eV

Last column: Löwdin charge in e.
Positions of all 10 atoms, in Å:
C -0.40522 0.05718 0.10877  -0.62
C 1.11390 0.23285 0.09454  -1.21
H -2.19259 0.86125 -0.35316  0.13
H -0.81395 1.95625 -0.75530  0.10
H -0.38705 -1.69734 0.98432  0.04
H 1.01850 -2.00639 -0.42211  -0.11
N -1.16367 1.06564 -0.36935  0.09
N -1.02204 -0.97028 0.58487  0.08
S 1.98885 -1.15872 -0.14258  0.84
S 1.86327 1.65957 0.27001  0.67


c | Formula: C2H4N2S2
Source: the OMol25 dataset
Level of theory: ωB97M-V with the def2-TZVPD basis set

## Properties
**LUMO level (spin up / spin down)**: -0.07328 / -0.07028 Eh
**HOMO level (spin up / spin down)**: -9.26 / -9.25 eV

Last column: Löwdin charge in e.
Positions of all 10 atoms, in Å:
C -0.88459 0.38934 0.17010  -0.24
C 0.34154 0.18756 1.10974  -0.39
N -0.49276 0.20097 -1.21109  -0.10
N 0.68856 -0.01225 -1.45571  -0.54
S 0.94516 -2.30967 -2.52449  0.11
S 1.70209 0.04374 -0.12733  0.83
H -1.58809 -0.30094 0.64294  0.11
H -1.33952 1.38420 0.03075  0.12
H 0.47305 1.06248 1.65023  0.04
H 0.15456 -0.64544 1.71487  0.05


Least stable of them? c.